[1]
DFT (wB97M-V/def2-TZVPD) results for 2 unconnected molecules or ions with the total composition C3H10NOSSi.

Values from the calculation:
total charge	+1
HOMO-LUMO gap	9.924	eV
E_HOMO	-14.17	eV

The geometry in XYZ format:
```
17
C3H10NOSSi wB97M-V/def2-TZVPD
S -0.69 0.39 -1.63
Si 2.91 -1.11 -0.37
O 1.29 -1.63 -0.38
N -0.79 -0.14 0.12
C -2.15 0.16 0.56
C -1.86 1.67 0.31
C -0.44 1.24 -0.09
H -2.23 -0.14 1.56
H 1.21 -2.44 0.01
H 3.44 -1.18 -1.67
H -2.43 2.11 -0.49
H 3.53 -1.99 0.60
H 0.42 1.72 0.13
H 2.69 0.21 0.04
H 0.13 -0.76 0.20
H -2.20 2.31 1.15
H -2.83 -0.43 -0.06
```

***

[2]
DFT (wB97M-V/def2-TZVPD) results for C3H10NP in the gas phase.

Values from the calculation:
HOMO-LUMO gap	9.240	eV
E_HOMO	-8.21	eV
SMILES string	CC(C)PN

The geometry in XYZ format:
```
15
C3H10NP wB97M-V/def2-TZVPD
P 1.49 -0.74 -0.25
N 2.38 0.64 0.04
C -0.29 -0.21 0.23
C -1.27 -1.24 -0.27
C -0.45 1.09 -0.52
H 0.34 1.83 -0.01
H 2.43 1.08 -0.87
H -1.08 -2.35 0.17
H -2.34 -1.09 0.08
H -1.27 -1.38 -1.45
H 2.91 1.01 0.76
H -0.16 -0.26 1.29
H 1.85 -1.44 1.13
H -1.44 1.38 -0.52
H -0.09 0.88 -1.56
```

***

[3]
DFT (wB97M-V/def2-TZVPD) results for 2 unconnected molecules or ions with the total composition C3H10NP.

Values from the calculation:
HOMO-LUMO gap	10.624	eV
E_HOMO	-9.55	eV
SMILES string	C=NCC.P

The geometry in XYZ format:
```
15
C3H10NP wB97M-V/def2-TZVPD
P 2.94 0.28 0.31
N -0.79 0.67 -0.57
C -0.73 -1.70 0.05
C -1.54 -0.56 -0.42
C -0.99 1.63 0.16
H -1.79 1.75 1.12
H -0.01 -2.04 -0.60
H -1.43 -2.60 0.43
H -0.28 -1.46 1.01
H 2.89 1.63 0.70
H -0.29 2.57 0.16
H -2.34 -0.34 0.28
H 4.07 0.57 -0.57
H 2.11 0.47 -0.64
H -1.82 -0.87 -1.43
```

***

[4]
DFT (wB97M-V/def2-TZVPD) results for 2 unconnected molecules or ions with the total composition C3H10NPS2.

Values from the calculation:
HOMO-LUMO gap (spin up / spin down)	3.738 / 2.851	eV
E_HOMO (spin up / spin down)	-6.21 / -5.73	eV

The geometry in XYZ format:
```
17
C3H10NPS2 wB97M-V/def2-TZVPD
S 2.23 -0.45 3.03
S 1.26 -1.05 1.39
P -1.53 1.10 -0.52
N -0.40 1.68 0.55
C -0.46 -0.04 -1.52
C 0.36 0.82 -2.59
C -0.32 -1.66 2.08
H -1.19 -0.73 -2.04
H 0.28 -0.66 -0.93
H 0.82 1.65 -2.09
H 0.49 1.11 0.88
H -0.16 1.22 -3.32
H -0.71 2.41 1.24
H -0.47 -1.12 2.95
H -1.04 -1.60 1.22
H 1.10 0.09 -2.81
H -0.26 -2.79 2.49
```

***

Asked for energy across the records above, the calculation gives -937.63586 -516.34873 -516.30012 -1312.65749 hartree in order.
Asked for energy above the lowest of the compared OMol25 structures with the same formula, charge and spin across the records above, the calculation gives 7.5 38.4 68.9 97.3 kcal per mole in order.